(1)
{
  "formula": "C20H17Br2CoGeN2O6",
  "method": "wB97M-V/def2-TZVPD",
  "symbols": ["Co", "O", "C", "C", "C", "N", "C", "C", "C", "O", "O", "C", "O", "O", "H", "H", "H", "Br", "C", "C", "C", "Br", "C", "C", "C", "C", "N", "C", "C", "O", "H", "H", "H", "H", "C", "Ge", "C", "C", "C", "H", "H", "H", "H", "H", "H", "H", "H", "H", "H"],
  "xyz": [[-0.056, -0.487, -0.402], [5.911, 0.569, -0.237], [4.573, 0.324, -0.311], [4.003, -0.906, -0.355], [2.653, -1.020, -0.641], [1.788, 0.030, -0.717], [2.353, 1.267, -0.643], [3.747, 1.453, -0.517], [1.592, 2.515, -0.974], [2.004, 3.450, -1.565], [0.250, 2.536, -0.526], [1.961, -2.370, -0.913], [2.643, -3.392, -0.932], [0.687, -2.205, -1.028], [6.366, -0.245, -0.010], [4.495, -1.851, -0.219], [4.096, 2.485, -0.681], [-4.588, -2.886, 0.738], [-3.232, -2.132, 1.815], [-3.418, -2.265, 3.179], [-2.495, -1.750, 4.089], [-2.809, -2.079, 5.878], [-1.300, -1.149, 3.626], [-0.287, -0.663, 4.515], [0.820, -0.021, 3.979], [0.924, 0.038, 2.571], [0.056, -0.475, 1.719], [-1.086, -1.054, 2.238], [-2.050, -1.484, 1.278], [-1.924, -1.261, 0.027], [-4.264, -2.785, 3.561], [-0.456, -0.643, 5.585], [1.619, 0.352, 4.633], [1.806, 0.480, 2.130], [-0.206, 1.785, -3.884], [-1.537, 1.255, -2.471], [-2.101, -0.610, -2.837], [-3.247, 2.261, -2.490], [-0.619, 1.397, -0.681], [-0.793, 2.089, -4.756], [0.453, 0.956, -4.181], [0.366, 2.644, -3.522], [-2.625, -0.718, -3.786], [-2.777, -0.953, -2.037], [-1.248, -1.270, -2.861], [-3.563, 2.409, -3.519], [-3.121, 3.240, -2.060], [-3.994, 1.709, -1.925], [-1.371, 1.429, 0.121]],
  "nbo_charge": [1.372, -0.669, 0.318, -0.324, 0.151, -0.481, 0.110, -0.277, 0.780, -0.585, -0.557, 0.749, -0.690, -0.777, 0.475, 0.244, 0.242, -0.026, -0.230, -0.250, -0.210, -0.022, -0.061, -0.349, -0.318, -0.010, -0.643, 0.038, 0.413, -0.836, 0.203, 0.190, 0.186, 0.159, -1.087, 1.520, -1.101, -1.085, -0.775, 0.204, 0.225, 0.232, 0.200, 0.272, 0.233, 0.198, 0.215, 0.231, 0.204],
  "e_lumo_ev": [4.05, 4.04],
  "e_homo_ev": [1.21, -0.98],
  "s2": 6.038,
  "charge": -2,
  "spin_multiplicity": 5,
  "total_energy_ha": -9941.0491
}



(2)
{
  "formula": "C12H22N3O6RuS2",
  "method": "wB97M-V/def2-TZVPD",
  "symbols": ["Ru", "O", "S", "O", "O", "C", "C", "C", "C", "C", "C", "S", "O", "O", "O", "H", "H", "H", "H", "N", "C", "C", "N", "H", "H", "H", "H", "H", "H", "H", "H", "H", "C", "C", "C", "C", "N", "H", "H", "H", "H", "H", "H", "H", "H", "H"],
  "xyz": [[0.002, 0.658, 0.762], [-1.715, -1.204, -2.899], [-0.609, -0.569, -2.225], [-0.426, 0.826, -2.675], [-0.801, -0.615, -0.755], [0.861, -1.504, -2.535], [0.808, -2.362, -3.618], [1.890, -3.180, -3.922], [3.023, -3.139, -3.134], [3.083, -2.276, -2.046], [2.010, -1.458, -1.732], [2.272, -0.382, -0.333], [1.502, -0.907, 0.840], [3.674, -0.278, -0.145], [1.551, 0.897, -0.663], [-0.092, -2.398, -4.215], [1.836, -3.846, -4.772], [3.870, -3.772, -3.359], [3.976, -2.222, -1.439], [-3.015, 1.436, -2.755], [-3.337, 2.261, -1.543], [-2.650, 1.744, -0.285], [-1.210, 2.082, -0.172], [-3.450, 1.820, -3.593], [-3.316, 0.460, -2.659], [-1.968, 1.347, -2.906], [-4.415, 2.225, -1.404], [-3.056, 3.290, -1.767], [-2.752, 0.661, -0.218], [-3.161, 2.170, 0.576], [-1.071, 2.993, 0.255], [-0.757, 2.101, -1.093], [0.091, -1.152, 3.792], [0.429, 0.335, 3.693], [-0.338, 1.138, 4.748], [1.931, 0.594, 3.785], [-0.050, 0.823, 2.404], [0.389, -1.511, 4.778], [0.624, -1.727, 3.038], [-0.981, -1.315, 3.677], [-0.018, 0.813, 5.737], [-1.412, 0.973, 4.660], [-0.132, 2.205, 4.656], [2.281, 0.304, 4.777], [2.155, 1.651, 3.638], [2.474, 0.011, 3.043]],
  "nbo_charge": [1.003, -0.976, 2.423, -1.018, -0.998, -0.371, -0.159, -0.177, -0.175, -0.181, -0.244, 2.386, -0.932, -0.888, -0.950, 0.251, 0.236, 0.237, 0.257, -0.714, -0.239, -0.261, -0.748, 0.436, 0.455, 0.474, 0.240, 0.227, 0.246, 0.241, 0.416, 0.437, -0.617, 0.039, -0.598, -0.618, -0.185, 0.232, 0.237, 0.219, 0.233, 0.218, 0.220, 0.230, 0.221, 0.236],
  "e_lumo_ev": [-3.40, -3.40],
  "e_homo_ev": [-11.73, -11.73],
  "charge": 1,
  "e_above_lowest_ev": 0.049,
  "spin_multiplicity": 1,
  "total_energy_ha": -1977.1999
}



(3)
{
  "formula": "C3H5O2P",
  "method": "wB97M-V/def2-TZVPD",
  "symbols": ["O", "C", "C", "P", "H", "H", "H", "C", "O", "H", "H"],
  "xyz": [[-0.349, -2.029, 0.951], [0.546, -1.352, 0.650], [1.497, -0.523, 0.285], [1.257, 1.283, 0.197], [2.479, -1.068, 0.132], [2.333, 1.545, -0.588], [0.299, 1.302, -0.854], [-2.073, 0.189, -0.230], [-1.838, 1.361, -0.296], [-2.889, -0.256, 0.376], [-1.262, -0.453, -0.623]],
  "nbo_charge": [-0.473, 0.714, -0.870, 0.356, 0.293, -0.027, 0.003, 0.268, -0.502, 0.128, 0.110],
  "e_lumo_ev": 0.67,
  "e_homo_ev": -8.59,
  "charge": 0,
  "e_above_lowest_ev": 2.835,
  "spin_multiplicity": 1,
  "total_energy_ha": -609.0443,
  "smiles": "O=C=CP.C=O"
}



(4)
{
  "formula": "C23H25O8P",
  "method": "wB97M-V/def2-TZVPD",
  "symbols": ["C", "C", "C", "C", "C", "C", "C", "C", "C", "C", "O", "C", "P", "O", "O", "C", "C", "C", "C", "C", "O", "O", "C", "O", "H", "H", "H", "H", "H", "H", "H", "H", "H", "H", "H", "H", "H", "H", "H", "H", "H", "H", "H", "H", "H", "O", "C", "C", "C", "C", "O", "C", "C", "H", "H", "H", "H"],
  "xyz": [[0.917, 4.514, -4.449], [-0.090, 3.883, -4.228], [-1.304, 2.898, -4.099], [-1.255, 2.295, -2.629], [-2.431, 2.846, -1.678], [-1.951, 2.607, -0.210], [-1.472, 3.569, 0.651], [-1.371, 5.069, 0.234], [-1.719, 6.090, 1.427], [-1.013, 3.020, 2.065], [-1.170, 3.617, 3.103], [-0.282, 1.609, 2.007], [1.226, 1.339, 3.088], [1.632, 2.825, 3.832], [2.504, 1.022, 2.008], [-0.765, 0.649, 1.143], [-0.133, -0.778, 1.008], [0.517, -1.041, -0.430], [-0.331, -2.028, -1.346], [0.504, -3.281, -1.852], [0.024, -4.387, -1.855], [1.820, -3.122, -2.300], [-2.019, 1.107, 0.293], [-2.952, 0.386, 0.018], [1.671, 5.197, -4.899], [-2.265, 3.411, -4.362], [-1.120, 2.033, -4.808], [-1.267, 1.173, -2.578], [-0.301, 2.654, -2.132], [-3.349, 2.191, -1.818], [-2.722, 3.901, -1.915], [-2.038, 5.344, -0.633], [-0.320, 5.353, -0.094], [-2.551, 5.684, 2.071], [-0.801, 6.120, 2.078], [-2.013, 7.106, 1.039], [2.597, 2.757, 3.989], [2.525, 1.680, 1.279], [-0.951, -1.546, 1.179], [0.655, -0.982, 1.783], [1.518, -1.546, -0.253], [0.763, -0.067, -0.958], [-1.200, -2.421, -0.748], [-0.706, -1.528, -2.292], [1.934, -2.179, -2.540], [3.106, -8.814, 1.183], [2.488, -7.798, 1.431], [2.280, -7.346, 2.826], [1.600, -6.233, 3.097], [1.025, -5.401, 2.016], [0.406, -4.383, 2.265], [1.233, -5.852, 0.623], [1.913, -6.965, 0.351], [2.708, -7.966, 3.603], [1.438, -5.888, 4.111], [0.804, -5.230, -0.154], [2.075, -7.309, -0.663]],
  "nbo_charge": [-0.264, -0.026, -0.465, -0.389, -0.444, -0.052, -0.060, -0.440, -0.610, 0.551, -0.495, -0.440, 1.315, -0.968, -0.977, -0.018, -0.453, -0.417, -0.527, 0.799, -0.571, -0.685, 0.547, -0.506, 0.252, 0.241, 0.240, 0.210, 0.219, 0.238, 0.225, 0.218, 0.223, 0.222, 0.218, 0.214, 0.496, 0.481, 0.245, 0.251, 0.228, 0.211, 0.258, 0.233, 0.482, -0.489, 0.472, -0.230, -0.223, 0.478, -0.506, -0.241, -0.219, 0.232, 0.230, 0.253, 0.235],
  "e_lumo_ev": -1.31,
  "e_homo_ev": -8.73,
  "charge": 0,
  "spin_multiplicity": 1,
  "total_energy_ha": -1834.5290,
  "smiles": "C#CCCCC1=C(CC)C(=O)C(P(O)O)=C(CCCC(=O)O)C1=O.O=C1C=CC(=O)C=C1"
}



(5)
{
  "formula": "C5H14NO2P",
  "method": "wB97M-V/def2-TZVPD",
  "symbols": ["C", "C", "C", "C", "C", "N", "P", "O", "O", "H", "H", "H", "H", "H", "H", "H", "H", "H", "H", "H", "H", "H", "H"],
  "xyz": [[-2.314, 1.119, 0.809], [-1.089, 0.555, 0.054], [-1.490, 0.226, -1.351], [-0.383, -0.634, 0.787], [0.704, -1.144, -0.077], [1.511, -2.121, 0.602], [1.877, 0.587, -0.373], [2.002, 1.410, 0.797], [3.303, -0.218, -0.779], [-3.237, 0.704, 0.767], [-1.950, 1.245, 1.857], [-2.382, 2.307, 0.466], [-0.360, 1.465, 0.085], [-1.707, -0.870, -1.409], [-0.915, 0.585, -2.232], [-2.520, 0.527, -1.535], [-0.050, -0.179, 1.624], [-1.085, -1.587, 1.009], [0.384, -1.347, -1.076], [1.601, -1.834, 1.520], [2.414, -2.175, 0.054], [1.854, 1.263, -1.603], [3.832, 0.116, 0.008]],
  "nbo_charge": [-0.581, -0.229, -0.650, -0.437, -0.196, -0.818, 1.763, -1.107, -1.005, 0.204, 0.207, 0.199, 0.218, 0.209, 0.221, 0.221, 0.218, 0.213, 0.210, 0.362, 0.390, -0.109, 0.497],
  "e_lumo_ev": 0.84,
  "e_homo_ev": -8.92,
  "charge": 0,
  "e_above_lowest_ev": 0.843,
  "spin_multiplicity": 1,
  "total_energy_ha": -745.4671,
  "smiles": "CC(C)C[C@H](N)[P@@H](=O)O"
}



(6)
{
  "formula": "C42H44O24",
  "method": "wB97M-V/def2-TZVPD",
  "symbols": ["O", "C", "C", "C", "O", "C", "O", "C", "C", "O", "H", "H", "H", "H", "O", "C", "C", "C", "O", "C", "O", "C", "C", "O", "H", "H", "H", "H", "O", "C", "C", "C", "O", "C", "O", "C", "C", "O", "H", "H", "H", "H", "O", "C", "C", "C", "O", "C", "O", "C", "C", "O", "H", "H", "H", "H", "O", "C", "C", "C", "O", "C", "O", "C", "C", "O", "H", "H", "H", "H", "C", "C", "C", "O", "H", "H", "H", "H", "H", "H", "C", "C", "C", "O", "H", "H", "H", "H", "H", "H", "C", "C", "C", "O", "H", "H", "H", "H", "H", "H", "C", "C", "C", "O", "H", "H", "H", "H", "H", "H"],
  "xyz": [[2.570, -2.146, 0.462], [1.965, -1.075, 0.367], [0.418, -0.957, 0.570], [-0.280, 0.224, 0.177], [-1.510, 0.447, 0.411], [0.447, 1.358, -0.468], [-0.214, 2.308, -0.996], [1.924, 1.353, -0.555], [2.640, 0.093, 0.008], [3.989, -0.084, -0.123], [-0.094, -1.808, 1.020], [-2.090, -0.240, 0.637], [2.403, 2.372, -0.932], [4.078, -1.014, 0.095], [-1.340, 4.395, -5.046], [-2.112, 4.777, -4.147], [-1.693, 4.629, -2.803], [-2.674, 4.714, -1.643], [-2.258, 4.324, -0.297], [-4.046, 5.237, -1.868], [-4.772, 5.333, -0.976], [-4.402, 5.441, -3.222], [-3.388, 5.330, -4.303], [-3.827, 5.602, -5.563], [-0.654, 4.418, -2.484], [-1.325, 4.276, -0.296], [-5.561, 5.782, -3.452], [-3.008, 5.743, -6.092], [-2.133, -2.113, 5.929], [-1.355, -1.418, 5.234], [-0.034, -1.931, 4.769], [1.071, -1.091, 3.983], [2.122, -1.732, 3.447], [0.713, 0.320, 3.730], [1.610, 0.911, 3.210], [-0.587, 0.735, 4.133], [-1.529, -0.079, 4.815], [-2.628, 0.585, 5.338], [0.152, -3.073, 5.014], [2.081, -2.561, 3.297], [-0.975, 1.790, 3.792], [-3.321, -0.157, 5.746], [-1.012, -0.440, -5.749], [-0.567, -1.310, -4.991], [-0.978, -2.737, -5.196], [-0.437, -3.808, -4.396], [-0.877, -5.175, -4.457], [0.467, -3.585, -3.232], [0.783, -4.483, -2.535], [0.855, -2.280, -3.011], [0.348, -1.162, -3.863], [0.783, 0.150, -3.657], [-1.646, -2.766, -6.151], [-0.787, -5.561, -3.566], [1.477, -1.950, -2.240], [0.725, 0.679, -4.498], [4.174, 3.897, -0.049], [4.873, 3.314, 0.749], [4.176, 2.520, 1.764], [4.958, 1.708, 2.744], [4.437, 0.667, 3.501], [6.406, 2.050, 3.022], [6.852, 1.751, 4.039], [7.015, 2.879, 2.030], [6.318, 3.453, 0.845], [6.889, 4.299, -0.103], [3.203, 2.262, 1.669], [3.520, 0.650, 3.241], [8.004, 3.090, 1.984], [6.498, 5.117, -0.257], [4.101, -0.973, -3.594], [5.062, 0.237, -3.446], [6.445, -0.068, -2.935], [4.788, 1.367, -3.936], [4.657, -1.846, -3.908], [3.200, -1.040, -4.102], [3.628, -1.038, -2.623], [6.827, -1.119, -2.935], [6.360, 0.119, -1.959], [7.104, 0.615, -3.508], [-4.993, -1.720, 2.541], [-3.617, -2.265, 2.029], [-3.069, -3.437, 2.752], [-2.977, -1.723, 1.165], [-5.199, -1.764, 3.646], [-5.728, -2.508, 2.029], [-5.248, -0.800, 2.007], [-3.001, -3.163, 3.715], [-2.124, -3.694, 2.289], [-3.973, -4.307, 2.707], [-5.139, 1.030, -0.502], [-6.134, 2.129, -0.610], [-6.768, 2.545, 0.768], [-6.437, 2.660, -1.599], [-4.402, 1.236, -1.053], [-5.639, 0.225, -1.166], [-4.604, 0.953, 0.601], [-6.353, 3.699, 1.208], [-6.708, 1.846, 1.605], [-7.816, 2.569, 0.688], [-0.467, -6.015, 3.023], [0.586, -5.062, 2.346], [0.385, -4.998, 0.838], [1.465, -4.506, 2.997], [-0.014, -6.943, 2.806], [-1.295, -5.792, 2.323], [-0.594, -5.818, 4.034], [1.281, -4.456, 0.228], [-0.563, -4.436, 0.630], [0.147, -5.987, 0.346]],
  "mulliken_charge": [-0.856, 2.183, -0.569, 1.093, -0.255, 0.083, -0.567, -0.768, -1.080, -0.651, 0.375, 0.454, 0.145, 0.430, -0.656, 0.801, -0.390, 0.444, -0.499, 0.457, -0.490, -0.619, 0.206, -0.513, 0.362, 0.350, 0.251, 0.332, -0.672, 0.480, -0.461, 0.474, -0.245, 0.631, -0.363, -1.168, 0.798, -0.624, 0.233, 0.344, 0.268, 0.402, -0.574, 0.809, -0.866, 0.273, -0.555, 0.677, -0.608, -0.010, -0.318, -0.343, 0.292, 0.350, 0.634, 0.268, -0.698, 0.968, -1.077, 0.761, -0.528, 0.049, -0.468, -0.799, 0.021, -0.498, 1.069, 0.402, 0.553, 0.324, -0.585, 0.965, -1.096, -0.596, 0.361, 0.286, -0.125, 0.337, 0.195, 0.351, -0.899, 0.674, -0.637, -0.669, 0.330, 0.361, 0.061, 0.274, -0.273, 0.393, -0.656, 0.621, -0.997, -0.546, 0.450, 0.340, -0.079, 0.198, 0.295, 0.379, -1.384, 1.017, -0.777, -0.689, 0.475, 0.399, 0.307, 0.106, 0.112, 0.465],
  "e_lumo_ev": -2.85,
  "e_homo_ev": -8.71,
  "charge": 0,
  "e_above_lowest_ev": 0.000,
  "spin_multiplicity": 1,
  "total_energy_ha": -3431.9245,
  "smiles": "O=C1C=C(O)C(=O)C=C1O.O=C1C=C(O)C(=O)C=C1O.O=C1C=C(O)C(=O)C=C1O.O=C1C=C(O)C(=O)C=C1O.O=C1C=C(O)C(=O)C=C1O.CC(C)=O.CC(C)=O.CC(C)=O.CC(C)=O"
}



- What is the formula in the fourth record?
  C23H25O8P